Record 1
The following is a quantum chemistry calculation of a 3-piece molecular cluster, C20H26BrF16N2O6PS2 overall in a non-equilibrium geometry, from the OMol25 dataset.

## Properties
calculated total energy	-180901.7021	eV
HOMO level	-0.282	Ha
largest force on an atom	5.30	eV/Å
HOMO-LUMO gap	7.2	eV
structure (SMILES)	C=C[C@]1(C)[C@](N)(S)[C@@H](P(O)Br)[C@H](N=C(C)C)OS1(=O)=O.FC(F)C(F)(F)COC(F)(F)C(F)F.FC(F)C(F)(F)COC(F)(F)C(F)F

```
74
Properties=species:S:1:pos:R:3:forces:R:3
C 2.879881 -3.154728 1.201991 0.71 0.27 0.16
C 4.224943 -3.088943 0.781847 -1.73 0.53 -0.36
C 4.858517 -1.888077 -0.017770 0.63 -1.88 -0.92
C 6.295976 -2.421620 -0.445020 -0.43 -0.07 0.76
C 4.965521 -0.571885 0.890515 -0.29 -0.78 0.21
N 6.023591 0.306658 0.411037 -0.23 0.10 -0.15
S 5.575854 -1.248204 2.552699 -0.80 0.28 0.70
C 3.542255 0.095220 1.037171 1.62 -0.52 0.29
P 3.454868 1.844655 1.740711 -1.07 1.12 -1.13
O 4.182178 2.861834 0.564459 -0.14 -1.40 1.75
Br 4.727472 2.097517 3.588282 0.20 -0.18 -0.57
C 2.650357 0.141405 -0.276628 -0.88 -0.22 1.40
N 1.476472 -0.780394 -0.256394 -0.64 3.03 -0.55
C 0.427487 -0.261091 0.310103 -0.37 -0.66 -0.63
C 0.311481 0.142991 1.821358 0.13 -0.71 -0.72
C -0.851147 -0.078666 -0.588941 0.17 -1.25 1.91
O 3.367041 -0.043325 -1.498574 0.47 -1.58 0.91
S 3.987926 -1.572152 -1.629093 1.26 -1.96 -4.76
O 5.020436 -1.503071 -2.707561 -1.88 0.97 2.77
O 3.017796 -2.626119 -1.991396 1.00 2.27 1.98
H 2.684273 -2.997075 2.296883 0.19 -2.23 -0.60
H 1.992044 -3.303112 0.557136 0.63 1.92 0.03
H 4.863983 -3.978393 1.001124 0.32 1.75 1.20
H 6.747972 -2.827305 0.500468 -0.20 0.56 -0.77
H 6.921560 -1.623508 -0.889642 -0.44 -0.75 0.08
H 6.177018 -3.305928 -1.114395 0.10 0.93 0.28
H 6.944615 -0.103158 0.580316 -0.43 -0.15 -0.24
H 6.063731 1.165802 0.960299 -0.34 -0.31 -0.12
H 4.511390 -0.970496 3.386305 0.67 -0.22 -0.71
H 2.982305 -0.544837 1.768607 0.45 0.69 -0.62
H 5.064997 3.090981 0.888124 0.05 0.16 -0.40
H 2.200234 1.165494 -0.351233 0.78 -0.72 -0.27
H 0.656776 1.179049 2.029699 -0.43 -0.64 -0.06
H -0.749115 -0.035863 2.116720 0.73 0.55 -0.15
H 0.916647 -0.598455 2.404473 -0.34 0.79 -0.45
H -0.615194 0.367815 -1.574215 0.00 -0.26 0.75
H -1.581517 0.500495 0.020209 0.35 -0.18 -0.77
H -1.284362 -1.099817 -0.726007 0.25 0.80 -0.14
F -4.057029 -4.407720 -1.849108 -0.46 0.32 -0.18
C -2.800229 -4.278310 -2.296635 0.53 -0.52 0.29
F -2.007186 -4.257920 -1.195927 0.18 0.24 -0.16
C -2.562777 -3.008981 -3.127424 -0.53 0.76 -0.16
F -2.683700 -1.900296 -2.361792 -0.19 -0.18 0.15
F -1.264364 -3.049703 -3.530574 -0.09 -0.37 -0.07
C -3.411874 -2.819280 -4.409661 -0.22 0.19 -0.66
O -4.590566 -1.987693 -4.364136 -0.11 -0.51 1.09
C -5.819189 -2.500476 -3.921725 1.25 -0.15 -1.09
F -5.770902 -3.839403 -3.881256 -0.12 -0.18 0.47
F -6.718111 -2.192895 -4.876927 -0.22 0.29 0.18
C -6.290544 -1.864755 -2.604418 -0.30 0.44 0.33
F -5.379385 -1.975345 -1.624235 0.33 -0.22 -0.09
F -7.419022 -2.472720 -2.171810 -0.03 -0.15 -0.28
H -2.547521 -5.171599 -2.873883 0.05 0.10 -0.16
H -2.760798 -2.279594 -5.099584 -0.01 0.08 0.20
H -3.617315 -3.768935 -4.904764 -0.12 -0.12 0.29
H -6.499956 -0.802250 -2.747492 0.01 -0.04 -0.23
F -2.870376 4.180242 0.135236 -0.38 0.01 0.43
C -1.542030 4.219613 0.301010 0.43 0.01 -0.68
F -1.034830 3.219556 -0.464121 0.25 -0.06 0.24
C -1.090701 4.033655 1.756775 -0.53 -0.23 0.79
F -1.368943 2.786373 2.198042 -0.21 -0.04 -0.23
F 0.268905 4.134657 1.759360 -0.06 0.29 -0.27
C -1.606796 5.057917 2.798465 -0.06 0.43 0.60
O -2.749050 4.724843 3.613763 -0.33 -0.51 -1.03
C -4.055271 4.917657 3.137901 1.41 0.72 0.33
F -4.036566 5.696838 2.047450 -0.22 -0.23 -0.40
F -4.697281 5.626154 4.086032 -0.24 -0.28 0.15
C -4.816251 3.598014 2.934588 -0.38 -0.47 0.19
F -4.164210 2.747077 2.124662 0.35 0.15 -0.17
F -6.022829 3.838572 2.373691 0.04 0.31 0.06
H -1.173539 5.167281 -0.100672 0.09 0.05 0.16
H -0.802126 5.142966 3.531041 -0.06 -0.20 -0.05
H -1.703061 6.057118 2.372308 -0.19 -0.13 -0.25
H -4.970841 3.095650 3.892156 0.07 0.20 0.10
```
Forces are in eV/Å.


Record 2
The following is a quantum chemistry calculation of the molecule C19H22BNO5 in a non-equilibrium geometry, from the OMol25 dataset.

## Properties
calculated total energy	-32465.0163	eV
HOMO level	-0.311	Ha
ΔE to the lowest compared entry with this formula, charge and spin	2.150	eV
largest force on an atom	4.51	eV/Å
HOMO-LUMO gap	9.1	eV
structure (SMILES)	COc1ccc(CC(=O)N[C@@H](C[C@H]2COc3ccccc32)B(O)O)cc1

```
48
Properties=species:S:1:pos:R:3:forces:R:3
C 3.015756 5.304650 1.984207 0.31 1.06 1.29
O 2.146954 4.844849 0.994236 -0.75 -3.14 -1.28
C 2.143867 3.386409 0.846112 -0.88 -0.17 1.44
C 2.375788 2.504349 1.934416 0.57 2.57 -0.95
C 2.503644 1.165953 1.699291 -0.10 -0.71 0.11
C 2.265220 0.632154 0.453447 -0.15 0.64 -1.66
C 2.137209 -0.839798 0.319417 0.49 0.27 0.03
C 0.959020 -1.233761 1.137965 0.52 0.57 -0.89
O 1.156471 -1.796960 2.200717 -0.65 -1.00 0.94
N -0.223988 -0.836379 0.682112 0.41 0.74 -1.76
C -1.443998 -1.270846 1.287693 -0.83 -0.74 0.17
C -2.629658 -0.455901 0.744052 -1.07 -1.06 1.20
C -2.682958 -0.113851 -0.741762 -0.78 -0.52 -1.53
C -1.952454 1.160673 -1.185237 2.73 -1.36 2.32
O -0.844679 0.780128 -2.127640 -0.82 -0.81 0.99
C -0.976956 -0.581682 -2.343854 -0.16 -0.89 -0.69
C -0.171601 -1.345551 -3.202566 -0.09 1.05 0.45
C -0.497590 -2.699832 -3.393106 1.79 1.21 -1.24
C -1.525834 -3.225041 -2.726308 -1.54 -3.43 -0.02
C -2.308004 -2.504897 -1.842405 -1.49 -1.09 -0.50
C -2.056129 -1.188853 -1.669414 0.77 2.35 0.75
B -1.666336 -2.866380 1.301562 -3.23 -1.53 -1.02
O -0.852850 -3.706942 1.962810 1.05 0.89 -0.44
O -2.916417 -3.470783 0.773587 2.07 1.95 1.08
C 1.922909 1.475208 -0.673032 0.26 -2.21 3.80
C 1.749765 2.763951 -0.369258 1.68 4.13 0.67
H 2.557417 5.202545 3.037949 0.80 0.04 -1.43
H 3.961249 4.726120 1.888786 -0.32 0.65 0.50
H 3.185620 6.428216 1.806015 -0.18 -1.76 0.16
H 2.579086 2.891400 2.914827 0.05 0.14 0.28
H 2.757866 0.521181 2.543323 -0.19 -0.01 -0.33
H 2.093599 -1.072609 -0.714242 -0.50 -0.51 -1.04
H 2.942934 -1.401727 0.731987 0.85 -0.20 0.35
H -0.249968 -0.312113 -0.226396 0.22 -0.99 1.47
H -1.295130 -1.091791 2.372560 -0.45 0.22 -0.28
H -2.748396 0.354809 1.475090 -0.15 0.54 -0.87
H -3.543016 -1.074543 0.881194 0.60 0.22 0.25
H -3.753775 -0.018780 -1.039294 0.61 -0.01 0.39
H -1.489641 1.530835 -0.184496 -0.49 0.28 -2.12
H -2.539207 1.845036 -1.707214 -0.91 1.28 -0.54
H 0.662478 -0.837724 -3.675489 -0.06 -0.25 -0.24
H -0.015657 -3.348798 -4.137056 0.24 0.65 0.42
H -1.743264 -4.322483 -2.980567 -0.03 1.75 0.73
H -3.211603 -2.996458 -1.481973 0.45 0.35 0.39
H -0.050182 -3.130805 2.071258 0.04 -0.80 0.82
H -3.029835 -4.357368 1.111144 0.19 -0.39 0.14
H 1.647605 1.091883 -1.607987 -0.12 -0.58 -1.16
H 1.654669 3.492310 -1.126460 -0.75 0.60 -1.16
```
Forces are in eV/Å.


Record 3
The following is a quantum chemistry calculation of a 7-piece molecular cluster, H14O7 overall, from the OMol25 dataset.

## Properties
calculated total energy	-14559.3330	eV
HOMO level	-0.415	Ha
ΔE to the lowest compared entry with this formula, charge and spin	2.128	eV
largest force on an atom	0.38	eV/Å
HOMO-LUMO gap	11.3	eV
structure (SMILES)	O.O.O.O.O.O.O

```
21
Properties=species:S:1:pos:R:3:forces:R:3
O 4.976883 -15.706838 -13.158377 0.18 0.15 0.05
H 4.493644 -15.810877 -13.978068 -0.09 0.05 -0.24
H 4.686098 -16.438382 -12.613844 -0.06 -0.21 0.27
O 8.836910 -15.976718 -12.341641 0.14 -0.30 0.11
H 7.974476 -15.830309 -11.953050 -0.27 0.10 0.10
H 8.913787 -15.302082 -13.016321 0.02 0.15 -0.26
O 4.388376 -16.834432 -9.154905 0.24 -0.10 -0.04
H 4.269132 -15.886584 -9.094884 0.00 0.25 0.04
H 3.538587 -17.165273 -9.445832 -0.30 -0.15 -0.09
O 7.611608 -19.736761 -12.519493 -0.03 -0.23 0.10
H 7.115257 -19.775369 -13.337037 -0.09 -0.05 -0.19
H 7.740486 -18.801633 -12.360916 0.18 0.33 0.07
O 0.191589 -13.214969 -13.181227 -0.16 -0.06 -0.19
H 0.268546 -12.462516 -12.594603 -0.01 0.22 0.12
H 0.823687 -13.848973 -12.842526 0.17 -0.18 0.08
O 0.758528 -17.404305 -10.989355 0.30 0.09 0.08
H -0.013269 -17.524163 -10.435999 -0.19 -0.03 0.19
H 0.430087 -17.500066 -11.883326 -0.06 -0.04 -0.25
O 8.104348 -15.491959 -16.468914 0.01 0.20 0.13
H 8.463963 -15.720521 -17.326039 0.14 -0.02 -0.22
H 7.531816 -16.225779 -16.245436 -0.13 -0.17 0.13
```
Forces are in eV/Å.


Record 4
The following is a quantum chemistry calculation of C23H18BrCoN5 as an isolated structure in a non-equilibrium geometry, from the OMol25 dataset.

## Properties
calculated total energy	-139233.0914	eV
spin multiplicity	5
HOMO level (spin up / spin down)	-0.639 / -0.656	Ha
largest force on an atom	3.20	eV/Å
HOMO-LUMO gap (spin up / spin down)	6.9 / 4.9	eV
net charge	+3

```
48
Properties=species:S:1:pos:R:3:forces:R:3
Co 0.314031 0.394308 -0.419873 0.68 1.21 1.21
C -3.747869 -3.489292 -0.737773 0.15 0.19 -0.09
C -2.614569 -3.954892 -1.412473 0.20 -0.11 -0.19
C -1.545269 -3.122892 -1.641873 -0.01 -0.12 0.22
C -1.598269 -1.781092 -1.185173 -0.03 -0.73 0.13
C -2.771369 -1.298192 -0.558973 -0.12 0.15 0.04
C -3.813569 -2.157592 -0.309773 0.07 0.22 -0.05
N -0.537669 -0.968692 -1.373173 -1.55 0.79 -1.16
N 0.705331 -1.259992 -1.201473 0.36 -3.15 0.43
C 1.763331 -0.757592 -1.978573 1.25 1.12 -1.08
C 2.604031 -1.485792 -2.799873 -0.39 0.03 0.40
C 3.721731 -0.821392 -3.294973 -0.03 0.17 0.03
C 3.940531 0.507208 -2.957873 -0.14 0.14 0.09
C 3.020431 1.174508 -2.155173 0.53 -0.01 -0.40
N 1.958631 0.539308 -1.680673 -0.52 -0.38 0.24
H -4.588469 -4.146392 -0.572673 -0.03 -0.08 0.04
H -2.579369 -4.977592 -1.762773 -0.02 0.01 -0.01
H -0.669969 -3.457692 -2.178373 0.05 -0.10 0.01
H -2.817869 -0.262392 -0.250973 -0.02 0.07 0.01
H -4.693569 -1.801492 0.204327 -0.06 0.03 0.01
H 2.411731 -2.524792 -3.012573 -0.01 -0.12 -0.02
H 4.426531 -1.342992 -3.928973 -0.02 -0.02 0.00
H 4.818031 1.032608 -3.302173 0.03 0.02 -0.08
H 3.148331 2.219508 -1.906873 -0.04 -0.01 0.10
Br 2.325131 -2.571292 6.051527 -0.64 1.12 -1.36
C 1.662831 -1.448692 4.677727 0.67 -1.16 1.33
C 1.864131 -1.784392 3.330227 0.02 0.00 -0.82
C 1.361031 -0.963292 2.350527 0.35 -0.49 -0.02
C 0.654031 0.216208 2.663327 0.08 -0.15 0.36
C 0.458731 0.537208 4.022527 0.10 -0.12 0.61
C 0.958231 -0.281992 5.008427 -0.51 0.89 0.07
N 0.193931 0.971808 1.594727 -0.16 0.15 -0.21
C -0.439269 2.099008 1.730427 0.10 -0.02 0.24
C -0.877069 2.784208 0.544827 -0.40 0.63 -0.70
C -1.496569 4.038408 0.550827 0.28 -0.51 0.31
C -1.831569 4.635608 -0.659073 0.02 -0.12 -0.37
C -1.559569 3.958908 -1.839273 -0.05 0.19 0.47
C -0.963469 2.700308 -1.769973 0.03 -0.18 0.03
N -0.629369 2.130208 -0.620973 -0.26 0.47 -0.05
H 2.414131 -2.676192 3.077227 0.05 -0.11 -0.07
H 1.514031 -1.219392 1.306127 0.04 -0.07 0.12
H -0.080969 1.422308 4.323927 -0.01 0.02 0.04
H 0.810931 -0.024392 6.045727 -0.04 0.03 0.11
H -0.636769 2.553708 2.697327 0.00 0.00 0.00
H -1.703169 4.533708 1.488727 0.01 0.06 0.06
H -2.296469 5.610808 -0.679673 -0.03 0.04 0.03
H -1.798369 4.381608 -2.802573 -0.04 0.05 -0.07
H -0.759369 2.138908 -2.673873 0.04 -0.01 0.03
```
Forces are in eV/Å.